1) Formula: C2H6P2
Source: the OMol25 dataset
Level of theory: ωB97M-V/def2-TZVPD

- SMILES = [H]/P=C(/C)P
- molecular weight (g mol⁻¹) = 92.02
- orbital gap (Eh) = 0.2814
- total charge = 0

Positions of all 10 atoms, in Å:
C1 0.537 0.153 -0.226
C2 0.028 -1.253 -0.374
P1 2.390 0.292 -0.190
P2 -0.464 1.625 -0.051
H1 -0.152 -1.657 -1.369
H2 -0.974 -1.409 0.082
H3 0.880 -1.929 0.203
H4 2.422 1.608 0.083
H5 0.007 2.171 1.212
H6 -1.803 1.276 0.580

---

2) Formula: C2H6P2
Source: the OMol25 dataset
Level of theory: ωB97M-V/def2-TZVPD

- molecular weight (g mol⁻¹) = 92.02
- orbital gap (Eh) = 0.2997
- total charge = 0

Positions of all 10 atoms, in Å:
C1 0.539 0.069 -2.254
C2 -0.301 1.054 0.752
P1 -0.730 -0.177 -3.386
P2 -0.012 -0.205 -0.613
H1 0.811 1.519 0.742
H2 -0.483 0.619 1.739
H3 -0.876 1.955 0.403
H4 -1.670 -0.593 -2.609
H5 1.055 -0.729 -0.011
H6 -0.813 -1.356 -0.245

---

3) Formula: C2H6P2
Source: the OMol25 dataset
Level of theory: ωB97M-V/def2-TZVPD

- molecular weight (g mol⁻¹) = 92.02
- orbital gap (Eh) = 0.3285
- total charge = 0

Positions of all 10 atoms, in Å:
C1 -0.403 0.849 -0.233
C2 0.998 0.899 0.010
P1 -2.339 -0.358 -0.029
P2 1.711 -0.325 1.067
H1 -2.326 -1.041 -1.393
H2 -0.734 1.663 -0.810
H3 1.583 1.839 -0.206
H4 -1.696 -1.448 0.561
H5 2.670 -0.938 0.153
H6 0.535 -1.139 0.880

---

Result of the stability comparison: 1) is the most stable of them.

---

1) Formula: C3H5BrO
Source: the OMol25 dataset
Level of theory: ωB97M-V/def2-TZVPD

- SMILES = C[C@H]1O[C@@H]1Br
- molecular weight (g mol⁻¹) = 136.98
- orbital gap (Eh) = 0.4057
- total charge = 0

Positions of all 10 atoms, in Å:
C1 -0.127 -0.019 -0.440
C2 -1.237 -0.174 0.534
C3 1.315 0.212 -0.087
O1 -0.673 -1.292 -0.061
Br1 -2.959 0.340 -0.014
H1 -0.521 0.108 -1.484
H2 -0.963 0.068 1.625
H3 1.574 0.072 0.929
H4 1.558 1.120 -0.509
H5 2.034 -0.435 -0.494

---

2) Formula: C3H5BrO
Source: the OMol25 dataset
Level of theory: ωB97M-V/def2-TZVPD

- molecular weight (g mol⁻¹) = 136.98
- orbital gap (alpha / beta) (Eh) = 0.3495 / 0.2657
- total charge = 0

Positions of all 10 atoms, in Å:
C1 0.549 2.500 -0.124
C2 0.137 -1.424 -0.537
C3 -0.543 -0.579 0.490
O1 0.795 1.590 0.655
Br1 -2.392 -0.106 0.209
H1 1.151 3.438 -0.108
H2 -0.599 -2.161 -0.623
H3 1.039 -1.678 -0.141
H4 0.315 -0.900 -1.426
H5 -0.453 -0.680 1.605

---

Result of the stability comparison: 1) is the most stable of them.

---

1) Formula: C4H2NO2
Source: the OMol25 dataset
Level of theory: ωB97M-V/def2-TZVPD

- molecular weight (g mol⁻¹) = 96.06
- orbital gap (alpha / beta) (Eh) = 0.2664 / 0.2271
- total charge = -1

Positions of all 9 atoms, in Å:
C1 1.426 -0.620 -0.082
C2 1.279 0.531 0.755
C3 0.210 -0.452 1.209
C4 -2.179 0.030 0.272
N1 0.755 -1.590 0.838
O1 -3.094 0.598 0.832
O2 1.664 1.673 0.960
H1 1.119 -0.825 -1.094
H2 -2.318 -0.190 -0.967

---

2) Formula: C4H2NO2
Source: the OMol25 dataset
Level of theory: ωB97M-V/def2-TZVPD

- molecular weight (g mol⁻¹) = 96.06
- orbital gap (Eh) = 0.2472
- total charge = -1

Positions of all 9 atoms, in Å:
C1 -1.489 1.161 -0.084
C2 -1.039 -0.451 0.086
C3 0.151 0.137 0.324
C4 1.920 -0.628 0.018
N1 -0.235 1.493 0.122
O1 2.975 -0.060 -0.115
O2 -1.622 -1.513 -0.067
H1 -2.508 1.542 -0.050
H2 1.847 -1.682 -0.233

---

Result of the stability comparison: 2) is the most stable of them.

---

1) Formula: C5H9N3O
Source: the OMol25 dataset
Level of theory: ωB97M-V/def2-TZVPD

- SMILES = C=C(N)C(=O)/C(N)=C\N
- molecular weight (g mol⁻¹) = 127.15
- orbital gap (alpha / beta) (Eh) = 0.2372 / 0.2373
- total charge = 0

Positions of all 18 atoms, in Å:
C1 0.139 0.941 -0.796
C2 1.225 0.274 -0.158
C3 -1.160 -0.091 -0.432
N1 2.550 0.309 -0.576
N2 -1.470 -1.017 -1.423
N3 0.554 -0.458 2.084
C4 0.722 -0.686 0.743
C5 -2.078 0.442 0.396
O1 -0.006 2.007 -1.349
H1 2.770 0.328 -1.569
H2 3.154 1.005 -0.155
H3 -2.463 -1.122 -1.604
H4 -0.970 -0.861 -2.291
H5 0.641 -1.212 2.751
H6 0.401 0.500 2.371
H7 0.922 -1.736 0.534
H8 -3.137 0.221 0.313
H9 -1.793 1.154 1.162

---

2) Formula: C5H9N3O
Source: the OMol25 dataset
Level of theory: ωB97M-V/def2-TZVPD

- SMILES = [H]/N=C1\O[C@]1(C)/C(C)=N/N
- molecular weight (g mol⁻¹) = 127.15
- orbital gap (Eh) = 0.3482
- total charge = 0

Positions of all 18 atoms, in Å:
C1 1.636 -0.185 1.375
C2 0.286 1.828 -0.491
N1 -1.094 -0.176 -1.066
C3 -0.338 -1.814 0.676
C4 0.305 -0.448 0.725
C5 -0.220 0.422 -0.341
N2 -1.911 0.487 -1.912
O1 -0.729 -0.982 1.635
N3 -0.343 -2.997 0.316
H1 -1.618 1.394 -2.258
H2 -2.275 -0.126 -2.628
H3 -0.879 -3.619 0.918
H4 1.522 0.472 2.237
H5 2.082 -1.123 1.712
H6 2.312 0.281 0.656
H7 -0.430 2.468 -1.010
H8 1.220 1.851 -1.040
H9 0.476 2.264 0.495

---

Result of the stability comparison: 2) is the most stable of them.

---

1) Formula: C5H9N3O
Source: the OMol25 dataset
Level of theory: ωB97M-V/def2-TZVPD

- molecular weight (g mol⁻¹) = 127.15
- orbital gap (alpha / beta) (Eh) = 0.3101 / 0.3102
- total charge = 0

Positions of all 18 atoms, in Å:
C1 0.579 -0.162 -0.843
C2 -0.292 0.779 -0.483
C3 1.366 -0.908 0.182
C4 0.689 -0.683 -2.282
C5 -1.062 0.053 2.193
N1 1.053 -0.311 1.432
N2 0.137 0.608 1.564
N3 -1.026 1.686 -1.033
O1 2.092 -1.881 -0.006
H1 1.775 -0.922 -2.522
H2 0.399 0.196 -2.953
H3 0.045 -1.525 -2.339
H4 -1.913 0.798 2.115
H5 -1.517 -0.906 1.845
H6 -1.028 -0.199 3.290
H7 1.065 -1.039 2.107
H8 -1.636 2.268 -0.426
H9 -0.728 2.148 -1.841

---

2) Formula: C5H9N3O
Source: the OMol25 dataset
Level of theory: ωB97M-V/def2-TZVPD

- molecular weight (g mol⁻¹) = 127.15
- orbital gap (alpha / beta) (Eh) = 0.2689 / 0.2711
- total charge = 0

Positions of all 18 atoms, in Å:
C1 1.555 -1.518 -0.253
C2 1.291 1.279 -0.283
C3 -0.849 0.968 1.181
C4 0.787 -0.322 -0.731
N1 -1.851 1.229 0.289
N2 -1.161 -0.055 2.055
C5 -0.061 -0.355 -1.789
N3 0.529 0.730 0.594
O1 1.855 2.233 -0.713
H1 -2.376 0.423 -0.069
H2 -1.621 1.879 -0.445
H3 -0.547 -0.147 2.849
H4 -2.137 -0.175 2.270
H5 1.605 -2.289 -1.024
H6 1.062 -1.939 0.628
H7 2.573 -1.243 0.031
H8 -0.139 -1.240 -2.404
H9 -0.514 0.541 -2.187

---

Result of the stability comparison: 1) is the most stable of them.

---

1) Formula: C5H9N3O
Source: the OMol25 dataset
Level of theory: ωB97M-V/def2-TZVPD

- SMILES = C/C(=N\C(N)=O)N1CC1
- molecular weight (g mol⁻¹) = 127.15
- orbital gap (Eh) = 0.3744
- total charge = 0

Positions of all 18 atoms, in Å:
C1 -1.466 -1.232 -0.316
C2 -0.243 -0.491 0.016
C3 -0.357 0.541 -2.202
C4 0.542 -0.333 2.620
C5 1.524 0.122 1.682
H1 -2.561 -0.553 -0.443
H2 -1.574 -1.844 -1.216
H3 -1.666 -1.793 0.643
H4 0.956 2.070 -1.604
H5 0.301 2.070 -3.246
H6 0.803 -1.254 3.046
H7 -0.114 0.512 3.087
H8 2.682 -0.015 1.649
H9 1.127 1.184 1.287
N1 0.270 0.168 -0.869
N2 0.160 1.895 -2.311
N3 0.516 -0.831 1.212
O1 -0.900 -0.216 -3.035

---

2) Formula: C5H9N3O
Source: the OMol25 dataset
Level of theory: ωB97M-V/def2-TZVPD

- SMILES = COc1cnn(C)c1N
- molecular weight (g mol⁻¹) = 127.15
- orbital gap (Eh) = 0.3113
- total charge = 0

Positions of all 18 atoms, in Å:
C1 -0.765 1.231 -0.344
C2 -0.121 0.433 0.578
C3 0.485 -0.635 -0.202
C4 0.736 -0.969 -2.607
C5 -1.366 1.182 2.565
N1 -0.473 0.808 -1.594
N2 0.331 -0.283 -1.472
N3 1.338 -1.626 0.234
O1 -0.242 0.461 1.956
H1 -1.263 2.192 -0.209
H2 1.855 -0.593 -2.772
H3 0.799 -2.108 -2.287
H4 0.019 -0.581 -3.360
H5 -1.243 0.835 3.561
H6 -2.257 0.690 2.155
H7 -1.493 2.247 2.487
H8 1.382 -1.676 1.244
H9 2.280 -1.609 0.067

---

3) Formula: C5H9N3O
Source: the OMol25 dataset
Level of theory: ωB97M-V/def2-TZVPD

- SMILES = C[C@](N)(C=O)C(N)=C=N
- molecular weight (g mol⁻¹) = 127.15
- orbital gap (Eh) = 0.3111
- total charge = 0

Positions of all 18 atoms, in Å:
C1 -0.955 1.199 0.846
C2 0.903 -0.126 -0.247
C3 1.545 -0.327 0.892
C4 -0.602 0.117 -0.165
N1 1.415 -0.477 -1.505
N2 -1.111 0.437 -1.486
C5 -0.983 -1.282 0.358
N3 2.224 -0.536 1.885
O1 -1.394 -1.534 1.463
H1 1.101 0.168 -2.223
H2 2.415 -0.628 -1.496
H3 -2.045 0.826 -1.419
H4 -1.150 -0.397 -2.064
H5 2.733 0.230 2.320
H6 -0.947 -2.046 -0.447
H7 -0.536 2.154 0.537
H8 -2.037 1.287 0.925
H9 -0.574 0.934 1.828

---

Result of the stability comparison: 3) is the most stable of them.

---

1) Formula: C2H7N2OP
Source: the OMol25 dataset
Level of theory: ωB97M-V/def2-TZVPD

- molecular weight (g mol⁻¹) = 106.06
- orbital gap (Eh) = 0.3450
- total charge = 0

Positions of all 13 atoms, in Å:
C1 0.016 0.861 0.067
C2 -2.147 -0.172 0.093
N1 -0.767 -0.186 0.399
N2 1.646 0.321 0.723
O1 -0.051 1.944 -0.440
P1 2.691 -0.514 -0.234
H1 -2.257 0.579 -0.603
H2 -2.564 -0.966 -0.537
H3 -2.698 -0.171 0.965
H4 -0.311 -1.082 0.320
H5 2.060 0.993 1.302
H6 2.422 -0.018 -1.699
H7 1.962 -1.588 -0.355

---

2) Formula: C2H7N2OP
Source: the OMol25 dataset
Level of theory: ωB97M-V/def2-TZVPD

- SMILES = NP(N)O.C#C
- molecular weight (g mol⁻¹) = 106.06
- orbital gap (Eh) = 0.3420
- total charge = 0

Positions of all 13 atoms, in Å:
C1 -3.099 0.068 -0.266
C2 -3.505 -0.221 -1.328
N1 0.583 -0.703 1.204
N2 1.983 1.319 0.088
O1 2.477 -0.933 -0.604
P1 1.120 -0.037 -0.300
H1 -2.788 0.187 0.756
H2 2.181 -1.728 -0.955
H3 -3.820 -0.524 -2.300
H4 1.035 -0.500 2.104
H5 -0.455 -0.608 1.347
H6 1.752 1.919 0.819
H7 2.536 1.761 -0.565

---

Result of the stability comparison: 2) is the most stable of them.

---

1) Formula: C3H10N2S2
Source: the OMol25 dataset
Level of theory: ωB97M-V/def2-TZVPD

- SMILES = NC[C@@H](N)CSS
- molecular weight (g mol⁻¹) = 138.26
- orbital gap (Eh) = 0.3605
- total charge = 0

Positions of all 17 atoms, in Å:
S1 -0.918 -3.307 0.987
S2 -2.176 -1.820 0.361
C1 -1.379 -0.204 0.621
C2 -0.080 0.044 -0.113
C3 0.229 1.532 -0.139
N1 1.425 1.797 -0.953
N2 1.039 -0.611 0.589
H1 -0.186 -3.601 -0.105
H2 -2.168 0.439 0.267
H3 -1.169 -0.036 1.670
H4 -0.109 -0.332 -1.130
H5 -0.645 2.073 -0.530
H6 0.455 1.809 0.884
H7 1.301 1.386 -1.871
H8 1.474 2.787 -1.188
H9 1.017 -1.620 0.557
H10 1.890 -0.335 0.094

---

2) Formula: C3H10N2S2
Source: the OMol25 dataset
Level of theory: ωB97M-V/def2-TZVPD

- SMILES = NC[C@H](N)CSS
- molecular weight (g mol⁻¹) = 138.26
- orbital gap (Eh) = 0.3317
- total charge = 0

Positions of all 17 atoms, in Å:
S1 1.526 -2.050 -1.465
S2 1.642 -0.602 0.038
C1 -0.065 0.182 -0.388
C2 -0.879 0.750 0.739
C3 -2.030 1.604 0.105
N1 -3.330 1.208 0.646
N2 -0.015 1.545 1.641
H1 1.913 -3.125 -0.754
H2 -0.640 -0.501 -1.027
H3 0.258 0.948 -1.091
H4 -1.423 -0.002 1.315
H5 -1.862 1.531 -0.979
H6 -1.898 2.656 0.360
H7 -3.449 1.691 1.528
H8 -4.119 1.491 0.071
H9 0.958 1.403 1.426
H10 -0.218 1.322 2.602

---

Result of the stability comparison: 1) is the most stable of them.